(1)
DFT (wB97M-V/def2-TZVPD) results for a 3-piece molecular cluster, C14H34F2N2O8S overall.

The geometry in ORCA input format:
```
! wB97M-V def2-TZVPD RIJCOSX def2/J DEFGRID3
* xyz 0 1
H -3.54 4.30 0.01
C -0.70 0.26 -0.58
H -1.73 0.62 -0.49
C 0.99 1.26 6.80
H -0.02 0.03 5.39
H 0.98 3.09 -0.33
H 0.14 1.83 7.19
O 2.18 2.04 6.87
O 3.03 1.90 3.63
N -0.50 -5.37 -5.25
C -0.89 -6.34 -6.28
H -3.51 2.69 0.81
H -2.90 -6.34 -7.27
C 0.93 2.95 4.20
H -0.41 -0.45 -4.60
H 1.41 3.50 8.12
C -3.48 3.22 -0.15
C 1.90 2.57 3.09
O 0.46 -3.51 -6.74
C -1.13 3.30 -0.14
C -0.39 -0.22 -1.99
H 0.70 -0.35 -2.09
H 0.12 2.51 -1.75
C -0.23 0.55 -4.20
H 2.26 3.48 2.59
H 2.24 2.14 8.94
F -2.06 -3.42 -6.50
H -1.62 -4.83 -3.67
C -2.41 -6.71 -6.33
H 0.25 3.71 3.81
O 0.22 1.24 -0.10
H 1.39 1.93 2.36
O -0.86 0.72 -2.95
H -1.25 3.11 0.93
H -4.32 2.90 -0.76
S -0.63 -3.76 -5.75
F -0.07 -7.45 -6.12
C 0.09 2.55 -0.66
H -0.36 -5.82 -3.29
H -0.89 -1.17 -2.17
H -0.99 4.37 -0.31
H 0.85 0.72 -4.11
O 0.09 1.87 4.60
H -0.60 -0.59 0.09
H 1.45 3.38 5.06
O -2.29 2.90 -0.85
H 1.14 0.36 7.42
C 2.25 2.79 8.06
H 1.60 0.46 4.87
N -1.07 -5.63 -3.99
H -0.64 1.29 -4.89
H -3.02 -6.33 -5.48
H -2.48 -7.83 -6.39
H 4.59 0.70 3.12
C 0.71 0.84 5.37
H 3.18 3.36 8.05
H 4.08 1.83 1.85
O -0.44 -2.80 -4.62
H -0.63 -5.92 -7.29
C 3.73 1.17 2.65
H 3.10 0.38 2.23
*
```

The value obtained for the maximum force is 0.141 Eh/bohr. As for the structure (SMILES): C[C@H](F)N(N)S(=O)(=O)F.COCCOCCOC.COCCOCCOC. The LUMO energy comes out at -0.2 eV. Its HOMO energy is -9.099 eV.

---

(2)
DFT (wB97M-V/def2-TZVPD) results for a 7-piece molecular cluster, C14H34F2N5O14S2 overall.

The geometry in ORCA input format:
```
! wB97M-V def2-TZVPD RIJCOSX def2/J DEFGRID3
* xyz 1 1
H -7.00 2.40 1.83
H -13.24 5.48 6.13
H -5.50 -0.15 5.21
O -10.95 1.44 5.83
C -6.17 0.71 5.16
H -7.76 6.03 7.19
H -13.03 3.24 3.85
H -11.16 -0.30 3.95
H -10.38 3.24 11.00
S -9.85 4.00 5.58
O -8.08 -2.79 9.01
H -7.52 3.57 6.78
N -8.76 2.98 5.94
H -8.45 0.39 14.76
O -7.32 -0.37 3.21
H -14.15 2.04 3.21
H -7.63 3.81 2.93
H -9.85 -0.23 13.07
C -6.80 5.54 7.01
O -9.65 -3.05 7.63
H -6.67 0.70 6.13
O -13.52 2.54 7.26
H -6.72 1.69 9.06
O -10.74 3.69 4.46
O -8.19 4.43 9.34
C -9.09 1.18 14.38
C -10.46 1.54 12.25
H -15.20 2.06 5.55
N -14.73 2.90 5.25
C -6.55 2.65 9.55
H -8.56 2.13 14.38
C -9.11 -2.34 8.49
S -9.99 2.07 6.69
H -6.09 3.08 3.28
H -8.78 1.71 3.36
H -8.14 2.27 4.60
C -9.66 2.46 11.27
C -11.12 -0.01 2.41
H -8.79 2.90 11.76
C -13.98 3.43 6.54
O -9.66 -1.19 8.94
H -13.77 5.14 7.83
H -13.13 1.61 4.48
N -6.84 3.99 7.40
H -5.47 2.81 9.53
N -9.44 0.69 12.98
F -8.73 4.88 4.82
H -8.63 0.55 12.40
H -5.96 3.53 7.19
O -11.34 -0.10 1.19
H -15.51 3.48 4.95
C -13.73 2.45 4.13
O -10.26 4.97 6.59
H -6.48 5.56 5.97
H -5.59 1.63 5.09
H -6.90 2.48 10.57
O -11.60 1.58 12.55
H -10.00 1.26 14.97
O -11.78 -0.62 3.29
H -5.91 5.97 7.49
C -7.09 0.59 3.93
N -7.86 1.92 3.70
C -7.05 2.90 2.81
O -10.31 0.83 2.73
H -14.88 5.35 6.59
C -7.31 3.80 8.80
C -13.90 4.89 6.77
H -9.35 1.94 10.36
O -10.34 2.60 7.98
H -9.10 -0.92 9.67
F -9.07 0.77 6.95
*
```

The value obtained for the maximum force is 0.207 Eh/bohr. The LUMO energy comes out at -3.9 eV. Its HOMO energy is -7.748 eV.

---

(3)
DFT (wB97M-V/def2-TZVPD) results for C14H34NO3P2PtSi as an isolated structure.

The geometry in ORCA input format:
```
! wB97M-V def2-TZVPD RIJCOSX def2/J DEFGRID3
* xyz 1 5
C -1.25 3.67 -1.65
H 2.16 -0.69 -2.05
H -0.86 -2.22 -3.72
C 2.73 -0.92 -1.13
H 2.41 -1.91 -0.75
H 2.74 -3.13 2.28
C -2.44 1.83 -0.39
H -2.62 -0.49 2.75
C -1.23 -3.81 2.71
H -1.40 -4.43 1.82
H -0.42 -0.95 4.16
H 1.42 1.46 -3.67
H -2.15 -3.23 2.89
C -1.17 2.52 -0.87
O -2.50 0.57 -6.03
H -2.27 -2.00 -0.10
H -3.00 2.50 0.29
C -3.00 0.33 2.12
H -3.02 0.60 -6.77
H 3.45 0.97 2.17
Pt 0.12 0.20 0.54
H -2.79 1.29 2.61
H 4.51 -0.06 1.15
H 0.34 0.52 -4.44
H 0.53 -2.26 4.90
H 3.19 -0.81 2.12
O 0.85 0.54 -3.61
P -2.14 0.28 0.54
P 2.35 0.28 0.15
C 2.51 1.97 -0.54
N 0.04 2.02 -0.52
Si 0.26 -2.68 2.46
H 2.10 4.21 -1.97
H 1.89 -4.48 3.07
H 1.80 -4.27 1.31
H -1.07 -4.48 3.57
H -3.85 -1.18 -0.35
C 0.45 -1.61 4.01
H -3.11 0.39 -5.30
C -0.08 4.31 -2.06
H -0.12 5.21 -2.67
H 0.26 0.86 2.02
C 3.49 0.07 1.53
H 1.35 -0.99 3.98
C 1.82 -3.73 2.26
H -3.05 1.60 -1.16
C 1.19 2.59 -0.93
H -2.49 -0.94 -1.51
H 3.80 -0.92 -1.34
H 3.20 1.93 -1.40
H -2.24 4.03 -1.90
H 3.01 2.57 0.23
C 1.15 3.76 -1.68
O 0.04 -1.85 1.08
H -4.08 0.22 1.98
C -2.77 -1.09 -0.46
*
```

The expectation value of S² is 6.01. The value obtained for the maximum force is 0.083 Eh/bohr. The LUMO energy (alpha / beta) comes out at -2.3 / -5.6 eV. Its HOMO energy (alpha / beta) is -8.086 / -12.017 eV.

---

(4)
DFT (wB97M-V/def2-TZVPD) results for C14H35AlBr2Cl5FLiNO8SSi as an isolated structure.

The geometry in ORCA input format:
```
! wB97M-V def2-TZVPD RIJCOSX def2/J DEFGRID3
* xyz 0 1
C -2.91 2.86 -2.30
H 7.19 0.61 4.62
H -1.82 2.85 -2.10
H -2.80 2.43 2.53
C -0.63 -0.81 -2.06
H -1.60 4.66 -0.95
H -4.12 2.85 1.36
O -2.22 -1.26 -3.97
Cl 8.62 -0.95 3.58
H -0.34 -0.36 -4.30
O 1.28 0.00 1.46
H -0.52 -3.54 2.01
H -4.66 1.59 -1.61
C 4.87 -2.02 0.94
C -0.40 -4.58 2.27
C -2.36 4.26 1.44
H -2.60 -2.25 -3.80
H -4.33 3.52 -0.77
O 5.33 -1.04 0.42
Cl -1.53 -1.48 1.00
O -0.41 1.65 1.97
H -1.87 1.58 -0.45
C -2.78 0.95 -0.64
S 0.77 1.35 1.14
O -5.67 -0.10 -4.50
Cl -0.89 -4.81 3.96
C 6.18 -4.13 0.91
O 1.84 2.33 1.43
H -0.38 -2.16 -3.83
C -3.39 3.26 2.10
H -5.47 0.79 -4.21
C 7.06 -0.17 3.88
H -3.22 -1.74 -1.36
H -4.30 4.56 -2.25
H -0.11 0.17 -2.02
H -1.87 4.79 2.30
N 5.88 -2.84 1.61
H 6.68 -3.90 -0.03
H -2.76 5.98 -1.37
Al 6.36 -3.77 4.13
Br 0.10 1.46 -4.34
H -3.05 2.98 -3.40
O -3.02 5.20 0.56
H -4.80 -0.53 -4.57
H -0.99 -5.23 1.63
H -1.56 3.68 0.94
H -3.44 0.97 0.26
Br -4.11 -3.17 -3.90
C -0.89 -1.19 -3.58
H 3.20 -2.84 1.94
H 3.29 -3.21 0.20
H -3.99 3.78 2.89
Li -4.08 7.05 0.87
C 3.45 -2.45 0.95
C -2.65 5.01 -0.82
Cl 1.32 -4.93 2.05
O 0.41 1.43 -0.29
H 0.11 -1.56 -1.66
H 6.70 0.26 2.95
C -3.66 4.00 -1.52
H 5.25 -4.67 0.74
H 5.52 -3.04 2.61
Si -2.16 -0.83 -0.93
Cl 5.86 -1.35 4.48
H 2.81 -1.59 0.75
H 6.84 -4.71 1.56
H 6.71 -2.23 1.63
C -3.58 1.49 -1.88
F -2.17 -5.72 0.17
H -3.54 0.82 -2.77
*
```

For the energy above the lowest of the compared OMol25 structures with the same formula, charge and spin, the calculation gives 3.865 eV. The value obtained for the maximum force is 0.098 Eh/bohr. The LUMO energy comes out at -4.1 eV. Its HOMO energy is -5.831 eV.

---

(5)
DFT (wB97M-V/def2-TZVPD) results for a 4-piece molecular cluster, C14H36BrN3O5S overall.

The geometry in ORCA input format:
```
! wB97M-V def2-TZVPD RIJCOSX def2/J DEFGRID3
* xyz 0 1
H 0.08 4.32 -5.94
H -0.27 2.29 -0.87
C -0.01 -3.53 5.82
C 0.92 0.62 -0.10
C -0.04 3.20 -4.26
H 0.58 0.63 4.77
H 4.53 -4.16 -0.96
H 0.07 -0.61 1.23
N 0.75 -0.70 0.49
H 0.87 -3.20 5.26
C 1.54 -4.06 -1.47
O -2.21 4.12 -5.04
O 2.55 -4.40 -0.67
H -3.21 2.30 -5.12
H -3.73 3.55 -6.26
C 0.00 1.81 -4.89
H 2.75 1.13 0.93
H 1.06 -1.06 4.86
S 4.20 -6.51 -0.95
H -2.78 -1.94 5.23
H 1.75 2.53 0.53
H -2.02 2.93 -3.36
H 0.51 3.14 -3.31
H -1.74 0.13 4.85
C -1.41 2.16 1.43
H 3.05 -6.85 -0.37
O 0.99 -3.01 -1.48
N -1.04 -1.00 3.26
N 0.67 4.13 -5.13
C 3.74 -4.78 -1.35
H -2.44 2.30 1.79
Br 0.92 -5.50 -2.61
H -1.05 3.12 1.04
H -0.78 0.69 -1.40
H -0.80 1.85 2.28
C -0.41 1.25 -0.54
H 1.31 1.46 1.87
H -1.65 -1.72 6.56
H 1.01 1.41 -4.86
H 0.02 -4.62 5.87
H 0.02 -3.13 6.83
H -0.32 1.82 -5.93
H 1.52 0.51 -1.02
C -2.86 3.11 -5.77
H 0.74 5.03 -4.67
C 0.30 -0.35 5.18
O -1.44 1.17 0.43
C 1.72 1.49 0.86
H -2.21 2.69 -6.55
O -1.21 -3.17 5.16
C -1.72 -1.89 5.48
H -0.65 1.11 -4.34
H -0.58 -1.90 3.13
C -1.46 3.69 -3.92
H -1.37 4.56 -3.27
H 0.34 -0.28 6.27
H -1.98 -1.15 2.91
H 0.31 -1.31 -0.20
H 3.66 -4.64 -2.41
C -1.09 -0.73 4.70
*
```

The value obtained for the maximum force is 0.023 Eh/bohr. As for the structure (SMILES): COC[C@@H](C)N.COC[C@@H](C)N.COC[C@@H](C)N.O=C(Br)OCS. The LUMO energy comes out at 0.5 eV. Its HOMO energy is -8.710 eV.

---

(6)
DFT (wB97M-V/def2-TZVPD) results for C14H36F3O7PtS5 as an isolated structure.

The geometry in ORCA input format:
```
! wB97M-V def2-TZVPD RIJCOSX def2/J DEFGRID3
* xyz 1 3
S 0.35 4.55 -0.72
O 3.13 -0.03 -0.23
H -5.60 -3.74 -2.20
C 2.04 -1.15 -4.65
F 0.52 2.39 3.95
H 6.62 0.75 -0.22
C 0.10 1.27 4.53
C 1.92 -5.29 0.21
H -3.88 -3.48 -2.21
H 2.81 -0.75 -4.00
O 0.13 3.06 -0.40
C -0.29 5.57 0.67
C 5.69 0.72 -0.79
H 5.58 -1.52 0.99
H 2.20 1.61 -4.54
H 2.11 6.00 -0.31
H 0.78 2.22 -5.29
Pt -0.33 -0.37 -0.12
H -4.93 -2.36 -2.99
H 1.89 1.27 -6.30
C -6.44 -1.29 -0.71
H 2.28 -4.47 0.84
H 2.12 -6.28 0.62
S 4.37 0.58 0.47
O -0.05 0.00 -3.43
O -3.76 -1.06 -0.62
H 2.44 -1.37 -5.64
S 0.54 -0.15 -4.86
H -4.05 1.42 2.24
H 2.76 4.51 -1.11
C -0.89 0.29 3.72
H -0.86 -5.10 1.79
C 5.12 -0.69 1.53
H -1.37 5.52 0.77
H -7.20 -2.08 -0.73
H -1.77 2.99 3.52
H 5.51 1.63 -1.35
H 0.19 5.36 1.63
H 5.59 -0.15 -1.44
O -0.38 -0.76 2.87
H -1.88 -5.71 0.60
H -2.94 1.93 4.31
O -0.04 -3.72 -0.77
S -4.82 -2.16 -0.45
H 1.81 -2.15 -4.30
H -1.53 -0.15 4.49
H -6.75 -0.65 0.11
H 5.85 -0.34 2.26
H -6.47 -0.77 -1.67
C -0.84 -5.75 0.92
F -0.44 1.72 5.70
H 2.62 -5.23 -0.63
H -0.60 -6.78 1.16
C 2.06 4.91 -0.37
S 0.25 -5.18 -0.47
C -3.57 2.39 2.38
H 2.23 4.53 0.63
F 1.19 0.63 5.03
H 4.28 -1.23 1.97
C 1.46 1.37 -5.30
H -4.34 2.98 2.87
H -3.41 2.84 1.40
C -2.43 2.14 3.37
C -4.84 -2.97 -2.09
O -1.64 1.11 2.78
H -0.22 6.65 0.55
*
```

For the energy above the lowest of the compared OMol25 structures with the same formula, charge and spin, the calculation gives 7.019 eV. The expectation value of S² is 2.04. The value obtained for the maximum force is 0.068 Eh/bohr. The LUMO energy (alpha / beta) comes out at -4.1 / -5.3 eV. Its HOMO energy (alpha / beta) is -11.033 / -11.032 eV.

---

(7)
DFT (wB97M-V/def2-TZVPD) results for C14H36FeN3O5 as an isolated structure.

The geometry in ORCA input format:
```
! wB97M-V def2-TZVPD RIJCOSX def2/J DEFGRID3
* xyz 1 5
C 1.42 -2.42 3.42
C -2.49 1.05 -3.60
C -2.16 -1.03 -2.52
H -0.56 -3.94 2.50
H 1.72 2.01 -3.16
C 4.62 -0.08 0.95
H -0.22 -0.13 -2.37
H -0.91 -0.54 2.29
O 2.65 1.23 1.31
O 2.43 -0.60 0.12
C 2.05 1.47 -2.27
H -3.58 -2.95 0.73
H -3.49 -2.82 2.48
C -0.90 4.61 -0.07
N -1.07 -0.24 -0.47
H -1.18 2.61 -0.85
H -1.40 1.19 -3.62
C -0.82 -2.87 2.47
C 3.17 0.21 0.79
H -1.80 4.68 0.53
N 0.11 -0.59 2.36
H 2.33 -1.82 3.41
H 4.76 -1.08 1.37
H -1.98 -1.45 -3.53
H -1.58 -0.95 0.07
H 0.91 -2.24 1.35
H 0.08 3.08 1.73
H 3.06 1.75 -1.99
H -2.97 2.00 -3.39
C 0.88 3.07 -0.96
C -0.83 -0.85 -1.83
H 0.31 -0.23 3.29
O -1.70 -2.55 1.43
H 0.96 -2.03 -1.42
H 5.11 -0.12 -0.02
H 0.84 3.65 -1.89
H -0.10 -2.69 -2.65
H 0.94 -2.32 4.40
Fe 0.69 0.48 0.55
C -0.45 3.16 -0.25
H -2.76 -1.78 -2.01
H -2.82 0.69 -4.58
O -2.90 0.16 -2.57
C -0.09 -2.15 -1.69
H 5.11 0.65 1.58
H 1.68 -3.48 3.36
H 2.04 0.40 -2.49
H -1.10 5.07 -1.04
O 1.15 1.69 -1.20
H -1.30 -2.63 3.44
H -0.12 5.19 0.42
H -1.33 2.45 1.41
H 1.70 3.48 -0.35
H -1.81 0.45 -0.66
C 0.43 -2.06 2.31
C -2.96 -3.19 1.59
H -0.59 -2.80 -0.97
H -2.84 -4.28 1.66
N -0.36 2.42 1.08
*
```

For the energy above the lowest of the compared OMol25 structures with the same formula, charge and spin, the calculation gives 0.000 eV. The expectation value of S² is 6.01. The value obtained for the maximum force is 0.031 Eh/bohr. The LUMO energy (alpha / beta) comes out at -2.3 / -2.3 eV. Its HOMO energy (alpha / beta) is -11.852 / -11.107 eV.